(1)
Here is one molecule with the formula C4H7N3 from the OMol25 dataset. Energies are from ωB97M-V/def2-TZVPD.

LUMO (eV): 0.75
HOMO energy (eV): -7.61
HOMO-LUMO gap (eV): 8.35
Maximum force (Eh/bohr): 0.0301

CARTESIAN COORDINATES (ANGSTROEM)
N  1.69  1.28  -0.56
N  0.37  -2.03  -0.79
N  0.85  0.24  -0.80
C  -0.54  -0.44  0.51
C  -0.73  -1.66  -0.18
C  -1.49  0.68  0.69
C  1.22  -0.98  -0.45
H  2.07  1.34  0.39
H  -1.64  -2.26  -0.20
H  2.18  -1.19  -0.01
H  1.32  2.15  -0.91
H  -1.11  1.43  1.38
H  -1.81  1.17  -0.24
H  -2.38  0.25  1.17



(2)
Here is a 2-piece molecular cluster, C6H12N2 overall from the OMol25 dataset. Energies are from ωB97M-V/def2-TZVPD.

LUMO (alpha / beta) (eV): 0.13 / 0.13
HOMO energy (alpha / beta) (eV): -7.66 / -7.66
HOMO-LUMO gap (alpha / beta) (eV): 7.79 / 7.79
Maximum force (Eh/bohr): 0.0414

CARTESIAN COORDINATES (ANGSTROEM)
N  0.04  0.88  -0.78
N  -0.57  -2.81  0.65
C  1.65  -1.71  0.52
C  -1.18  0.67  -1.56
C  0.49  2.27  -0.73
C  -0.35  -0.44  1.63
C  -0.77  -0.36  2.77
C  0.34  -1.94  0.74
H  2.16  -0.88  0.99
H  1.42  2.32  -0.15
H  -2.00  1.21  -1.07
H  -0.78  -3.10  -0.30
H  2.26  -2.46  0.04
H  0.78  0.27  -1.12
H  -1.18  -0.39  3.75
H  -0.27  2.87  -0.22
H  -1.09  1.03  -2.59
H  -1.42  -0.39  -1.56
H  0.66  2.70  -1.72
H  -0.21  0.26  0.70



(3)
Here is a 4-piece molecular cluster, C7H10N6 overall from the OMol25 dataset. Energies are from ωB97M-V/def2-TZVPD.

LUMO (eV): -1.03
HOMO energy (eV): -9.12
HOMO-LUMO gap (eV): 8.09
Maximum force (Eh/bohr): 0.1345

CARTESIAN COORDINATES (ANGSTROEM)
N  0.64  -1.57  -0.78
N  -3.80  -0.80  0.45
N  -0.65  0.65  -0.70
N  2.96  -1.39  0.13
N  4.18  0.62  0.00
N  1.18  2.04  0.02
C  0.61  -0.19  -0.49
C  1.66  0.69  -0.03
C  -0.06  1.88  -0.41
C  2.90  -0.12  0.00
C  -2.35  -0.60  0.41
C  1.87  -2.06  -0.48
C  -2.19  0.45  -0.85
H  -2.22  -0.09  1.45
H  4.77  0.04  1.41
H  -1.89  -1.59  0.11
H  -2.81  1.47  -0.62
H  -4.06  -0.98  1.82
H  4.13  1.19  1.48
H  -2.58  0.12  -1.92
H  -3.91  0.35  0.40
H  -0.52  2.94  -0.42
H  2.12  -3.05  -0.98



(4)
Here is one molecule with the formula C4H10N2S from the OMol25 dataset. Energies are from ωB97M-V/def2-TZVPD.

LUMO (eV): 0.74
HOMO energy (eV): -8.60
SMILES string: C/N=C(/NC)SC
HOMO-LUMO gap (eV): 9.34
Maximum force (Eh/bohr): 0.0508

CARTESIAN COORDINATES (ANGSTROEM)
S  1.50  0.89  -0.25
N  -1.13  0.97  0.01
N  -0.19  -1.11  -0.04
C  -1.03  2.37  0.03
C  -0.10  0.25  -0.08
C  -1.53  -1.72  -0.10
C  2.56  -0.47  0.17
H  -2.00  -1.32  0.80
H  -0.48  2.70  0.89
H  0.51  -1.55  -0.63
H  -0.80  2.82  -0.94
H  -1.43  -2.84  0.02
H  -2.14  -1.52  -0.97
H  2.70  -1.26  -0.55
H  2.06  -0.97  0.98
H  3.52  -0.08  0.40
H  -2.03  2.83  0.25



(5)
Here is C48H28Cl4F6LuN9O4S2 as an isolated structure from the OMol25 dataset. Energies are from ωB97M-V/def2-TZVPD.

LUMO (eV): -1.22
HOMO energy (eV): -7.01
HOMO-LUMO gap (eV): 5.80
Maximum force (Eh/bohr): 0.0468

CARTESIAN COORDINATES (ANGSTROEM)
Lu  0.30  -0.02  0.22
Cl  5.92  -6.51  3.96
Cl  -6.21  5.69  -2.78
Cl  -3.18  -6.65  -5.75
Cl  6.20  6.82  3.22
S  -0.56  -0.44  3.46
S  -2.31  1.00  1.93
F  -4.09  2.66  3.08
F  0.88  1.61  2.74
F  -2.80  3.56  1.61
F  1.64  0.63  4.51
F  -2.05  3.13  3.59
F  -0.03  1.98  4.67
O  0.16  -0.88  2.30
O  -0.57  -1.29  4.60
O  -3.48  0.65  1.20
O  -1.12  1.33  1.19
N  -5.87  -2.82  -0.85
N  -2.00  0.14  3.20
N  -1.67  -1.36  0.44
N  -0.67  -0.01  -1.88
N  -3.78  -2.44  -0.08
N  2.50  0.11  0.70
N  1.09  -1.98  -0.67
N  -5.13  -0.63  -0.67
N  0.79  2.08  -0.60
C  -0.01  4.23  -0.76
C  4.66  -4.05  1.09
C  3.12  1.24  1.14
C  -1.49  1.02  -2.22
C  3.66  -3.32  1.73
C  -2.25  -0.77  -3.36
C  -2.37  -4.15  -2.76
C  3.58  3.64  1.40
C  -2.84  2.68  2.62
C  0.90  -4.15  -1.38
C  -2.49  3.25  -2.09
C  4.07  -4.56  3.75
C  -2.72  -1.80  0.20
C  -2.49  0.55  -3.15
C  4.27  4.94  3.31
C  5.37  -5.02  1.78
C  1.86  -4.13  -0.41
C  -2.96  -5.13  -3.54
C  -3.69  2.91  -1.47
C  -1.12  -1.12  -2.53
C  -4.83  3.66  -1.67
C  -3.59  5.13  -3.13
C  5.06  -5.28  3.11
C  4.50  4.33  0.62
C  3.47  3.96  2.75
C  -4.91  -1.94  -0.52
C  3.12  -0.95  1.29
C  2.87  -2.30  0.99
C  3.37  -3.58  3.07
C  -2.45  4.37  -2.92
C  -0.72  -3.79  -4.47
C  -0.23  2.85  -1.10
C  1.16  4.29  -0.08
C  0.52  1.04  3.91
C  -4.78  4.77  -2.51
C  5.30  5.31  1.17
C  1.97  -2.76  0.02
C  4.17  -0.47  2.16
C  -1.24  -3.48  -3.22
C  -1.34  2.35  -1.81
C  0.42  -2.80  -1.52
C  2.75  2.56  0.81
C  -0.61  -2.42  -2.39
C  -1.31  -4.77  -5.25
C  4.18  0.88  2.05
C  -2.43  -5.43  -4.78
C  1.63  2.93  0.05
C  5.18  5.61  2.52
H  -1.54  4.64  -3.42
H  -0.90  -5.02  -6.22
H  -3.83  -5.66  -3.18
H  -3.72  2.05  -0.82
H  -0.67  5.04  -1.02
H  4.19  5.17  4.36
H  -5.76  3.40  -1.19
H  4.89  -3.84  0.06
H  -3.56  5.99  -3.78
H  3.83  -4.77  4.79
H  4.83  1.57  2.55
H  -4.50  0.00  -0.19
H  0.56  -5.00  -1.94
H  -6.72  -2.52  -1.29
H  2.59  -3.02  3.56
H  2.77  3.42  3.36
H  -2.78  -1.45  -4.00
H  -3.24  1.16  -3.61
H  0.16  -3.27  -4.82
H  1.64  5.15  0.33
H  6.04  5.83  0.57
H  6.14  -5.59  1.29
H  -2.76  -3.91  -1.78
H  -5.66  -3.80  -0.80
H  4.60  4.09  -0.43
H  2.43  -4.95  -0.04
H  4.80  -1.09  2.76
H  -6.05  -0.29  -0.90



(6)
Here is C6H13NO3PS as an isolated structure from the OMol25 dataset. Energies are from ωB97M-V/def2-TZVPD.

LUMO (alpha / beta) (eV): 3.47 / 0.98
HOMO energy (alpha / beta) (eV): -1.29 / -4.71
Spin multiplicity: 3
Charge: -1
HOMO-LUMO gap (alpha / beta) (eV): 4.76 / 5.68
Maximum force (Eh/bohr): 0.0858

CARTESIAN COORDINATES (ANGSTROEM)
S  1.95  2.07  -2.39
P  0.90  2.19  -0.70
O  -1.87  0.72  1.34
O  -0.43  3.11  -1.10
O  1.55  2.78  0.51
N  0.23  0.99  2.28
C  -1.64  -1.74  -0.84
C  0.90  -2.13  0.66
C  1.23  -0.74  0.09
C  -0.03  0.13  -0.02
C  -1.07  -0.32  -0.99
C  -0.65  0.67  1.21
H  -1.51  -1.86  0.18
H  -2.69  -1.73  -1.06
H  0.09  -1.85  1.37
H  -1.12  -2.34  -1.52
H  -1.86  0.28  -0.95
H  -0.69  -0.23  -2.08
H  0.54  -2.88  -0.17
H  -0.25  3.24  -2.10
H  1.83  -0.81  -0.88
H  1.85  -2.46  1.37
H  1.97  -0.01  0.78
H  1.05  1.50  1.97
H  -0.30  1.42  3.06



(7)
Here is a 5-piece molecular cluster, C36H43BrClF3N5O6PS2 overall from the OMol25 dataset. Energies are from ωB97M-V/def2-TZVPD.

LUMO (eV): -0.20
HOMO energy (eV): -8.37
HOMO-LUMO gap (eV): 8.17
Maximum force (Eh/bohr): 0.1193

CARTESIAN COORDINATES (ANGSTROEM)
Br  3.26  -0.14  6.25
Cl  0.04  2.74  0.10
S  2.58  0.65  -0.63
S  1.96  -3.30  2.62
P  1.13  1.90  1.70
F  -1.15  -2.20  -0.17
F  -1.94  0.44  -0.27
F  0.81  -3.07  -0.06
O  1.82  -4.71  2.19
O  1.16  0.25  -1.41
O  -0.01  2.11  2.99
O  2.35  -3.34  4.06
O  3.77  0.34  -1.45
O  2.55  -0.38  0.71
N  -4.42  3.50  -0.44
N  5.04  -6.37  -1.65
N  -7.62  5.89  3.61
N  -0.46  -1.20  -2.30
N  5.72  -0.63  -6.95
C  0.21  -1.76  -0.01
C  -4.94  5.44  1.49
C  0.51  -0.01  -4.41
C  -0.50  -0.31  -3.24
C  0.74  -4.10  -3.53
C  4.37  -5.82  -0.63
C  0.71  -1.10  -1.36
C  -8.79  6.45  3.95
C  4.19  -7.89  0.52
C  1.46  0.03  1.63
C  0.45  -2.35  2.43
C  -9.93  5.72  4.25
C  5.38  0.47  -7.63
C  -1.16  -0.62  1.92
C  4.67  0.35  -5.01
C  -2.02  0.40  1.15
C  5.28  -7.68  -1.58
C  -5.65  4.00  -0.26
C  5.36  -0.67  -5.66
C  3.92  -6.53  0.47
C  1.26  -3.10  -3.06
C  2.26  -0.12  3.06
C  -8.68  3.74  3.82
C  3.02  1.20  3.57
C  -3.45  3.97  0.36
C  -3.66  4.93  1.33
C  -9.87  4.34  4.17
C  1.85  -1.99  -2.14
C  -7.59  4.55  3.55
C  4.88  -8.48  -0.52
C  -1.87  0.54  -3.37
C  -5.96  4.97  0.68
C  4.33  1.47  -5.75
C  4.10  0.63  4.64
C  0.33  -1.06  1.41
C  4.69  1.54  -7.08
H  -5.14  6.20  2.24
H  2.40  1.90  4.20
H  -2.13  0.56  -4.48
H  4.80  1.49  4.87
H  0.04  0.56  -5.29
H  4.44  2.40  -7.69
H  -2.68  -0.10  -2.89
H  3.86  -8.48  1.37
H  -1.77  1.57  -2.92
H  -10.75  3.74  4.39
H  -2.47  3.54  0.20
H  -0.36  -3.08  2.10
H  -3.12  0.16  1.36
H  1.29  0.72  -3.99
H  -10.85  6.23  4.52
H  -0.98  -0.24  2.99
H  5.66  -1.57  -5.12
H  4.76  -0.17  4.17
H  3.00  -2.74  1.90
H  -1.94  1.48  1.50
H  0.11  -2.02  3.47
H  -6.41  3.60  -0.92
H  4.18  -4.75  -0.72
H  -1.82  -1.54  2.11
H  3.68  1.70  2.81
H  3.12  -0.86  2.96
H  5.83  -8.10  -2.42
H  1.54  -0.40  3.90
H  3.39  -6.03  1.27
H  0.23  -5.00  -3.94
H  -6.63  4.13  3.27
H  4.41  0.26  -3.97
H  2.69  -2.33  -1.46
H  2.34  -1.26  -2.85
H  -8.59  2.66  3.75
H  -6.97  5.35  0.78
H  5.67  0.48  -8.68
H  -2.84  5.28  1.95
H  0.32  1.65  3.79
H  -8.79  7.53  3.99
H  5.11  -9.54  -0.52
H  1.09  -0.90  -4.79
H  3.79  2.29  -5.28



(8)
Here is a 3-piece molecular cluster, CH8NO2 overall from the OMol25 dataset. Energies are from ωB97M-V/def2-TZVPD.

LUMO (eV): -11.01
HOMO energy (eV): -15.93
Charge: +1
HOMO-LUMO gap (eV): 4.92
Maximum force (Eh/bohr): 0.0836

CARTESIAN COORDINATES (ANGSTROEM)
O  0.84  -1.34  0.79
O  1.76  0.69  -0.15
N  -1.06  -0.26  -0.83
C  -1.35  0.73  0.19
H  1.32  -2.15  0.99
H  1.43  -0.55  0.36
H  -1.50  1.83  0.17
H  -0.07  -0.47  -0.96
H  -0.42  0.60  0.79
H  -2.13  0.13  0.67
H  -1.48  -0.08  -1.68
H  2.67  0.88  -0.34



(9)
Here is one molecule with the formula C3H4N2O from the OMol25 dataset. Energies are from ωB97M-V/def2-TZVPD.

LUMO (eV): 0.37
HOMO energy (eV): -9.23
HOMO-LUMO gap (eV): 9.60
Maximum force (Eh/bohr): 0.0105

CARTESIAN COORDINATES (ANGSTROEM)
O  -0.86  1.70  0.27
N  -0.14  -1.48  -0.26
N  1.11  -0.91  -0.69
C  -0.98  -0.76  0.43
C  -0.18  0.52  0.60
C  1.06  0.28  -0.23
H  -1.75  1.60  0.63
H  0.15  0.52  1.66
H  -0.29  -2.43  -0.58
H  1.87  0.98  -0.40



(10)
Here is a 12-piece molecular cluster, C58H81F5O21 overall from the OMol25 dataset. Energies are from ωB97M-V/def2-TZVPD.

LUMO (eV): 0.44
HOMO energy (eV): -9.05
SMILES string: CCOC(=O)OC.CCOC(=O)OC.CCOC(=O)OC.CCOC(=O)OC.CCOC(=O)OC.CCOC(=O)OC.CCOC(=O)OC.Fc1ccccc1.Fc1ccccc1.Fc1ccccc1.Fc1ccccc1.Fc1ccccc1
HOMO-LUMO gap (eV): 9.49
Maximum force (Eh/bohr): 0.0956

CARTESIAN COORDINATES (ANGSTROEM)
F  10.19  1.99  -0.92
F  -0.14  5.76  4.60
F  0.51  -3.62  1.35
F  -2.91  -5.60  -4.80
F  -2.42  -3.69  6.42
O  6.76  -3.87  -2.69
O  -0.81  0.72  0.57
O  -3.84  6.19  3.46
O  -5.80  -0.07  3.37
O  -4.25  6.24  1.23
O  -7.30  -1.44  2.60
O  -0.64  1.92  -5.63
O  5.17  -2.63  -1.62
O  -2.63  4.92  2.19
O  4.92  -3.56  -3.75
O  0.46  5.93  -2.77
O  -0.58  4.11  -3.42
O  5.56  -1.98  3.87
O  -1.58  -0.56  -1.14
O  -0.37  5.72  -4.96
O  -2.42  1.30  -4.32
O  -5.66  -0.50  1.17
O  -0.77  -0.13  -4.47
O  4.44  -2.93  2.07
O  3.81  -0.95  2.68
O  0.59  -0.39  -0.82
C  -3.71  -4.15  -3.15
C  10.32  -0.01  0.30
C  8.40  -4.99  -1.30
C  -5.04  6.84  3.85
C  -0.98  1.71  4.94
C  8.17  0.89  -0.24
C  3.94  0.30  3.25
C  2.78  -0.74  -1.07
C  0.02  -3.75  -2.31
C  -0.04  3.57  3.77
C  1.21  -4.32  -2.72
C  -4.84  1.04  3.25
C  1.80  -0.11  -0.14
C  -0.39  6.97  -6.91
C  -7.92  -2.10  1.40
C  4.67  -1.97  3.00
C  9.72  -1.04  1.08
C  -1.20  1.11  -4.86
C  2.93  0.66  4.37
C  -3.63  -3.78  4.42
C  2.16  -4.61  -1.77
C  -3.23  -5.34  -3.55
C  -4.25  2.03  -5.71
C  -0.36  2.19  3.79
C  7.61  -3.67  -1.54
C  -6.22  -0.62  2.27
C  7.58  -0.20  0.37
C  -0.92  3.93  6.00
C  -2.90  -0.27  -0.97
C  0.73  -3.88  0.03
C  3.74  -2.77  -4.00
C  -4.24  -3.99  -1.88
C  5.57  -3.30  -2.58
C  -3.63  5.82  2.20
C  -3.23  -6.50  -2.73
C  -2.65  -3.19  5.23
C  -0.34  4.40  4.83
C  -3.22  -2.24  2.64
C  -4.12  -5.03  -0.97
C  -1.24  2.59  6.08
C  -0.21  -3.47  -0.93
C  -6.26  5.86  3.83
C  9.55  0.99  -0.23
C  -5.51  2.37  2.99
C  0.43  -0.64  -4.99
C  -0.19  5.31  -3.63
C  -2.06  -1.99  4.78
C  -0.17  7.05  -5.40
C  8.36  -1.11  1.11
C  1.93  -4.36  -0.44
C  -0.58  0.05  -0.43
C  -0.16  3.28  -2.32
C  -2.40  4.19  0.98
C  -3.66  -6.33  -1.38
C  -2.37  -1.50  3.55
C  -3.92  -3.31  3.13
C  -3.16  2.42  -4.74
C  5.05  -4.17  2.20
H  9.14  -4.93  -2.09
H  -3.32  -1.08  -0.37
H  -4.99  2.82  -5.82
H  -4.92  7.33  4.82
H  -3.27  0.67  -0.55
H  -1.56  -1.43  5.55
H  6.10  -4.03  2.44
H  4.99  -4.77  1.29
H  0.74  2.79  -2.71
H  2.83  1.73  4.54
H  4.92  0.44  3.68
H  -4.72  -3.84  2.61
H  -4.27  1.13  4.18
H  -1.81  -0.64  3.19
H  2.71  -1.83  -1.19
H  -3.19  3.48  0.74
H  -1.76  2.22  6.95
H  1.94  0.29  4.12
H  0.16  6.10  -7.27
H  4.22  -1.97  -4.57
H  -3.68  -7.24  -0.80
H  -1.45  6.83  -7.09
H  -0.88  2.56  -1.94
H  -2.89  -7.46  -3.07
H  -6.51  2.41  3.41
H  0.88  7.25  -5.21
H  0.33  4.00  2.85
H  2.78  -4.49  0.21
H  11.37  0.24  0.19
H  3.31  0.42  5.36
H  -4.12  -4.72  4.61
H  6.50  -0.24  0.44
H  8.17  -2.76  -1.71
H  0.48  -0.40  -6.05
H  1.37  -0.50  -4.47
H  -4.83  1.12  -5.56
H  -3.77  -3.41  -3.94
H  -3.51  -1.77  1.71
H  4.69  -4.86  2.96
H  10.18  -1.72  1.78
H  3.77  -0.51  -0.68
H  0.34  -1.73  -4.96
H  -6.44  5.67  2.77
H  -0.81  7.72  -4.81
H  1.92  0.93  0.14
H  -3.73  1.86  -6.65
H  7.59  1.67  -0.72
H  7.76  -5.88  -1.22
H  3.16  -4.89  -2.05
H  2.81  -0.35  -2.08
H  -5.24  7.71  3.22
H  -4.66  -3.01  -1.73
H  -6.21  4.86  4.27
H  7.13  -3.39  -0.60
H  -4.11  0.92  2.45
H  0.08  3.92  -1.48
H  -0.09  7.83  -7.51
H  -2.14  4.86  0.16
H  1.50  -4.67  -3.70
H  -3.24  -0.35  -2.00
H  3.99  1.05  2.46
H  -1.19  -3.07  -0.70
H  1.80  -0.57  0.85
H  -1.13  4.69  6.73
H  -8.97  -2.34  1.56
H  7.82  -1.86  1.68
H  -0.14  1.62  2.90
H  -4.47  -4.85  0.03
H  -1.26  0.67  5.07
H  -0.74  -3.46  -3.02
H  -7.82  -1.44  0.54
H  3.05  -3.27  -4.68
H  -2.63  3.30  -5.12
H  -3.78  2.67  -3.87
H  -7.14  6.25  4.33
H  -5.56  2.36  1.90
H  -1.62  3.46  1.24
H  3.26  -2.36  -3.11
H  8.95  -5.00  -0.36
H  -7.41  -3.04  1.21
H  -4.84  3.20  3.22



Number 1: total energy -8726.5915 eV. Number 2: total energy -9390.7067 eV. Number 3: total energy -16350.4170 eV. Number 4: total energy -18124.8092 eV. Number 5: total energy -193523.6520 eV. Number 6: total energy -34188.7382 eV. Number 7: total energy -179431.3735 eV. Number 8: total energy -6736.5134 eV. Number 9: total energy -8200.3517 eV. Number 10: total energy -118040.0861 eV.